This record from the Open Molecules 2025 dataset describes a molecular structure, C32H48BBaN3O2Si3 in a non-equilibrium geometry. The level of theory is the ωB97M-V functional and the def2-TZVPD basis.

Positions of all 90 atoms, in Å:
1 Ba -0.49345 0.57181 -0.14751
2 C 4.48542 0.34115 -1.29520
3 C 3.19832 0.85075 -1.09205
4 N 2.61688 0.93230 0.08196
5 C 3.28611 0.48866 1.15891
6 C 4.60149 -0.00258 1.07019
7 C 5.19267 -0.07683 -0.20109
8 C 5.30671 -0.40576 2.24993
9 C 4.72116 -0.32895 3.45988
10 C 3.36739 0.12298 3.58994
11 C 2.73162 0.16593 4.84141
12 C 1.42992 0.57831 4.92202
13 C 0.77382 0.92622 3.73493
14 N 1.33535 0.89012 2.54640
15 C 2.63125 0.51718 2.45571
16 H 4.89717 0.29267 -2.29384
17 H 2.62046 1.19947 -1.94516
18 H 6.20099 -0.46150 -0.29616
19 H 6.32425 -0.76211 2.14485
20 H 5.25348 -0.62139 4.35679
21 H 3.28223 -0.13171 5.72590
22 H 0.90140 0.61772 5.86439
23 H -0.26564 1.23326 3.76562
24 C -1.72157 -0.80777 -2.88302
25 Si -3.14471 -0.42422 -1.60204
26 C -3.38713 -1.95978 -0.53193
27 C -4.79387 -0.13586 -2.42971
28 C -2.79207 1.06222 -0.40770
29 Si -2.99639 1.07324 1.51296
30 C -4.77174 1.30686 2.00988
31 C -2.03103 2.62439 2.14131
32 C -2.20943 -0.46129 2.41121
33 Si -2.33919 2.74700 -1.21250
34 C -1.76957 2.57101 -3.01366
35 C -3.80953 3.88856 -1.24728
36 C -0.70772 3.72827 -0.47884
37 C -0.88454 5.09648 -0.28213
38 C 0.18233 5.89358 0.11019
39 C 1.41687 5.30272 0.30638
40 C 1.53242 3.93941 0.08019
41 N 0.52268 3.17515 -0.31765
42 H -2.07284 -1.75949 -3.29350
43 H -0.67514 -0.95729 -2.56584
44 H -1.75897 -0.06341 -3.67826
45 H -3.80332 -2.72570 -1.19372
46 H -4.15327 -1.72107 0.21016
47 H -2.49076 -2.34853 -0.04675
48 H -5.17951 -1.01045 -2.96035
49 H -4.76766 0.69950 -3.13378
50 H -5.48662 0.13052 -1.63012
51 H -5.14302 2.19361 1.49352
52 H -4.92999 1.42619 3.08455
53 H -5.36659 0.45764 1.66636
54 H -2.47068 3.48062 1.62509
55 H -0.93618 2.66204 2.04257
56 H -2.27487 2.73561 3.20345
57 H -2.85523 -1.31430 2.19510
58 H -2.33897 -0.20711 3.46828
59 H -1.16145 -0.78012 2.26151
60 H -2.57957 2.10624 -3.58089
61 H -0.83613 2.04098 -3.20114
62 H -1.67162 3.60242 -3.36421
63 H -4.64995 3.26568 -1.55658
64 H -3.70839 4.72157 -1.94726
65 H -4.04997 4.29329 -0.26120
66 H -1.86347 5.53879 -0.41822
67 H 0.04341 6.95611 0.26647
68 H 2.27961 5.87214 0.62351
69 H 2.47838 3.42978 0.22919
70 C -0.02515 -4.60413 -2.31659
71 C 0.72406 -4.13177 -1.08075
72 C 0.53767 -5.14273 0.04709
73 O 0.15475 -2.88295 -0.63995
74 B 1.16388 -1.99862 -0.17607
75 O 2.39048 -2.60891 -0.46745
76 C 2.20885 -3.74967 -1.32600
77 C 3.21830 -4.81845 -0.94234
78 C 2.47942 -3.28557 -2.75609
79 H -1.04928 -4.86191 -2.04157
80 H 0.44327 -5.49215 -2.74885
81 H -0.06392 -3.82469 -3.07609
82 H -0.52532 -5.20348 0.28356
83 H 1.06390 -4.81770 0.94481
84 H 0.88912 -6.13829 -0.23218
85 H 3.14299 -5.07267 0.11288
86 H 4.22651 -4.44677 -1.13057
87 H 3.07281 -5.72574 -1.53453
88 H 1.81338 -2.46353 -3.02380
89 H 2.35612 -4.09232 -3.48082
90 H 3.50608 -2.92094 -2.81604

total charge = 0
M = 739.15 g/mol
relative energy (zero: lowest compared OMol25 entry of this formula, charge and spin) = 0.00 kcal/mol
electronic energy = -67534.925 eV
LUMO level = 0.00783 Ha
HOMO = -5.33 eV
max |F| = 6.0 eV/Å

Atom charges from the Mulliken analysis, given in e for atoms 1 to 8: Ba -0.364; C -1.050; C -0.549; N 0.517; C -0.232; C 1.286; C -0.949; C -0.989

***

This record from the Open Molecules 2025 dataset describes 4 unconnected molecules or ions with the total composition C32H48BF24N2O11PS in a non-equilibrium geometry. The level of theory is the ωB97M-V functional and the def2-TZVPD basis.

Positions of all 120 atoms, in Å:
1 C 4.41921 -3.75010 0.88296
2 C 4.76443 -3.04278 -0.43274
3 C 3.92955 -1.79359 -0.67926
4 C 2.42815 -2.06058 -0.73985
5 C 1.64340 -0.72467 -0.86708
6 C 0.34608 -0.76099 -0.06626
7 C -0.83648 0.07265 -0.66030
8 C -0.33509 1.42696 -1.21333
9 C 0.43124 2.33535 -0.25230
10 C 0.49081 3.79717 -0.76212
11 C 1.90790 4.27935 -1.09636
12 O 2.40906 5.17784 -0.09846
13 B -1.33326 -0.76860 -1.92597
14 O -1.56040 -0.13184 -3.12620
15 O -1.54763 -2.12848 -1.81430
16 C -2.85756 -2.61315 -2.11333
17 C -2.07370 0.16173 0.29499
18 N -2.87103 1.34543 0.10258
19 C -2.66673 2.51955 0.55304
20 C -3.10235 3.67862 -0.30321
21 C -2.16617 2.92786 1.91861
22 C -1.74695 -0.34862 1.71484
23 P -3.15396 -0.38670 2.90251
24 N -3.72525 -1.83527 3.03776
25 O -4.32364 0.60810 2.52130
26 O -2.60976 0.15652 4.28716
27 O -0.55187 0.23531 2.27527
28 S 0.75957 -0.44014 1.66945
29 O 1.83457 0.48575 1.81621
30 O 0.96422 -1.71349 2.29060
31 H 5.22770 -4.42576 1.15472
32 H 3.51059 -4.33472 0.75305
33 H 4.28058 -3.02812 1.68616
34 H 4.67242 -3.74424 -1.26500
35 H 5.81792 -2.75952 -0.39049
36 H 4.11564 -1.09568 0.14101
37 H 4.23028 -1.33724 -1.62452
38 H 2.07899 -2.64187 0.10983
39 H 2.22724 -2.64647 -1.64120
40 H 1.45736 -0.56536 -1.92848
41 H 2.31980 0.05697 -0.53265
42 H 0.02222 -1.80170 -0.05314
43 H -1.20307 1.94735 -1.61107
44 H 0.30147 1.27048 -2.08335
45 H 1.46208 1.99171 -0.20266
46 H 0.05343 2.26826 0.76096
47 H -0.09094 3.83736 -1.68283
48 H 0.09690 4.49054 -0.02288
49 H 1.89553 4.87178 -2.00876
50 H 2.60715 3.45167 -1.23247
51 H 2.60242 4.67933 0.70472
52 H -2.46278 -0.24748 -3.45100
53 H -3.14706 -2.46700 -3.15569
54 H -3.61142 -2.21098 -1.43637
55 H -2.83905 -3.68784 -1.94451
56 H -2.72544 -0.65873 -0.03632
57 H -3.22999 3.37803 -1.33669
58 H -4.08992 3.99051 0.05819
59 H -2.44976 4.53634 -0.16686
60 H -2.59663 2.33471 2.71909
61 H -2.47336 3.95481 2.11340
62 H -1.08109 2.92939 1.99021
63 H -1.53596 -1.41444 1.59662
64 H -3.24971 -2.48713 2.42447
65 H -5.04803 0.05089 2.19825
66 H -2.47365 -0.62175 4.84888
67 F -0.82032 -7.19954 6.07076
68 C 0.21672 -6.87993 6.86722
69 F -0.01895 -7.41266 8.08882
70 C 0.37023 -5.36361 7.01371
71 F -0.70849 -4.84839 7.63961
72 F 1.44087 -5.18663 7.84265
73 C 0.67425 -4.54566 5.74661
74 O -0.40303 -3.88094 5.10844
75 C -1.19154 -4.49948 4.16940
76 F -0.70350 -5.70458 3.81684
77 F -1.16939 -3.72458 3.05823
78 C -2.65202 -4.57834 4.62020
79 F -2.77596 -5.27364 5.76901
80 F -3.37324 -5.21806 3.66897
81 H 1.13158 -7.32341 6.46464
82 H 1.31026 -3.73229 6.09201
83 H 1.27378 -5.11409 5.03536
84 H -3.05765 -3.57465 4.76088
85 F 1.99856 8.73283 -1.88133
86 C 1.09697 8.16670 -1.05413
87 F 0.19310 7.51054 -1.82609
88 C 0.36599 9.21324 -0.21297
89 F -0.36407 10.02643 -1.00654
90 F -0.51445 8.50952 0.55985
91 C 1.20379 10.06153 0.75920
92 O 1.58040 11.36852 0.35332
93 C 2.71870 11.60777 -0.37848
94 F 3.48954 10.51051 -0.48559
95 F 3.43774 12.53543 0.29560
96 C 2.39497 12.21397 -1.74900
97 F 1.60624 11.39132 -2.46341
98 F 3.54825 12.39642 -2.43183
99 H 1.60240 7.43297 -0.41899
100 H 0.54338 10.23689 1.60687
101 H 2.05298 9.50032 1.14934
102 H 1.88920 13.17354 -1.62442
103 F -2.26428 -4.74174 -4.77902
104 C -1.35174 -3.78358 -5.04117
105 F -1.97756 -2.81975 -5.76036
106 C -0.16917 -4.32516 -5.84578
107 F -0.58573 -4.73764 -7.06108
108 F 0.65578 -3.25630 -6.04231
109 C 0.69549 -5.41989 -5.19610
110 O 0.45673 -6.76840 -5.56624
111 C -0.48613 -7.54311 -4.93371
112 F -0.98906 -6.93380 -3.84288
113 F 0.13848 -8.66490 -4.51022
114 C -1.59200 -7.99102 -5.89640
115 F -2.21748 -6.92799 -6.43465
116 F -2.50294 -8.71737 -5.21022
117 H -1.01217 -3.34321 -4.09832
118 H 1.70158 -5.22596 -5.56424
119 H 0.74286 -5.30219 -4.11306
120 H -1.16825 -8.59928 -6.69786

total charge = 0
M = 1166.54 g/mol
electronic energy = -145487.503 eV
LUMO level = 0.00353 Ha
HOMO = -9.26 eV
max |F| = 2.2 eV/Å

Atom charges from the Mulliken analysis, given in e for atoms 1 to 8: C -1.097; C -0.627; C -0.646; C -0.636; C -1.465; C -1.018; C 1.055; C -2.395

***

| no. | gap between HOMO and LUMO (eV) |
| --- | --- |
| 1 | 5.54 |
| 2 | 9.36 |